No. 1
ORCA calculation (the ωB97M-V functional and the def2-TZVPD basis) on a molecular structure, C12H27AlN4O.

Last column: Löwdin charge in e.
Geometry (Å):
Al 0.091 -0.289 -0.316  0.42
C 2.544 2.060 -1.042  -0.15
C 2.957 0.602 -1.076  -0.14
N 2.117 -0.265 -0.203  -0.08
C 2.527 -0.237 1.227  -0.12
C 1.454 -0.932 2.037  -0.12
N 0.133 -0.302 1.700  -0.05
C -1.006 -1.032 2.351  -0.14
C -2.343 -0.380 2.038  -0.14
C -2.837 -0.646 0.625  -0.14
N -1.976 -0.009 -0.429  -0.07
C -2.324 1.418 -0.666  -0.13
C -1.244 2.003 -1.542  -0.14
N 0.071 1.688 -0.910  -0.06
C 1.196 2.309 -1.684  -0.15
H 2.550 2.451 -0.019  0.12
H 3.287 2.646 -1.583  0.14
H 2.857 0.215 -2.092  0.14
H 4.001 0.481 -0.789  0.14
H 2.248 -1.237 -0.535  0.10
H 3.489 -0.731 1.363  0.15
H 2.641 0.801 1.546  0.13
H 1.392 -1.987 1.763  0.14
H 1.646 -0.874 3.106  0.15
H 0.145 0.632 2.110  0.15
H -0.981 -2.061 1.984  0.13
H -0.828 -1.068 3.425  0.14
H -3.085 -0.778 2.730  0.14
H -2.297 0.695 2.246  0.12
H -2.842 -1.718 0.433  0.12
H -3.859 -0.289 0.497  0.14
H -2.193 -0.501 -1.296  0.13
H -3.305 1.506 -1.131  0.15
H -2.365 1.931 0.296  0.13
H -1.256 1.547 -2.533  0.14
H -1.364 3.077 -1.670  0.15
H 0.061 2.166 -0.005  0.15
H 1.161 1.894 -2.693  0.14
H 0.996 3.377 -1.760  0.14
C -0.999 -3.153 -1.291  -0.04
C 0.140 -2.212 -1.026  -0.35
O 1.283 -2.637 -1.147  0.02
H -0.622 -4.106 -1.655  0.10
H -1.701 -2.733 -2.021  0.09
H -1.561 -3.323 -0.366  0.08

## Properties
Highest occupied orbital energy ... -15.29 eV
Net charge ... +2
Lowest unoccupied orbital energy ... -6.09 eV
E ... -1009.72431 Eh



No. 2
ORCA calculation (the ωB97M-V functional and the def2-TZVPD basis) on 3 unconnected molecules or ions with the total composition C3H10O4 at a distorted geometry.

Last column: Löwdin charge in e.
Geometry (Å):
C 1.109 -0.915 1.011  -0.06
C -0.282 -0.832 0.316  -0.15
C -0.418 0.166 -0.831  -0.50
O -0.716 -0.278 -1.901  0.12
O -0.206 1.475 -0.463  0.08
H 1.800 -0.205 0.546  0.07
H 1.459 -1.923 0.816  0.08
H 0.925 -0.616 2.036  0.07
H -0.664 -1.799 0.018  0.10
H -0.967 -0.373 1.042  0.12
H 0.610 1.450 0.058  0.09
O 0.380 4.452 1.755  -0.05
H 1.249 4.205 1.440  0.03
H -0.288 3.965 1.278  0.02
O -1.033 -3.179 -2.388  -0.07
H -1.885 -3.281 -1.935  0.04
H -1.074 -2.311 -2.797  0.01

## Properties
SMILES ... CCC(=O)O.O.O
Highest occupied orbital energy ... -10.55 eV
Lowest unoccupied orbital energy ... 0.25 eV
E ... -421.25004 Eh



What is the formula in the first record? C12H27AlN4O



Which of these has the highest lowest unoccupied orbital energy? C3H10O4